Record 1
Below is a molecular structure, C18H23CoN6S2, with properties calculated with ωB97M-V/def2-TZVPD.

```
50
Properties=species:S:1:pos:R:3:lowdin_spin:R:1
Co 0.6045 -0.0129 1.5621 1.042
N 3.5820 -2.4555 3.2125 0.000
C 2.7534 -1.6615 2.5310 -0.001
S 1.3622 -1.0085 3.3602 -0.023
N 3.0483 -1.4369 1.2612 0.000
N 2.1641 -0.5971 0.6872 -0.006
C 2.3334 -0.2018 -0.5348 -0.002
C 3.4566 -0.6262 -1.3956 -0.001
C 3.6585 -1.9735 -1.6812 0.000
C 4.7072 -2.3584 -2.4996 0.000
C 5.5703 -1.4049 -3.0226 0.000
C 5.3824 -0.0624 -2.7286 0.000
C 4.3246 0.3281 -1.9221 0.000
C 1.3184 0.7658 -0.9822 0.001
C 1.2915 1.3330 -2.2471 0.000
C 0.3418 2.3016 -2.5318 -0.002
C -0.5536 2.6865 -1.5468 0.000
C -0.4984 2.0454 -0.3223 -0.001
N 0.3903 1.0930 -0.0508 -0.003
H 3.4296 -2.6367 4.1878 -0.001
H 4.4242 -2.7817 2.7692 0.000
H 2.9978 -2.7160 -1.2539 0.000
H 4.8566 -3.4059 -2.7242 0.000
H 6.3933 -1.7099 -3.6550 0.000
H 6.0616 0.6813 -3.1234 0.000
H 4.1871 1.3760 -1.6827 0.000
H 2.0153 1.0263 -2.9876 0.000
H 0.3126 2.7605 -3.5109 0.000
H -1.2848 3.4632 -1.7170 0.000
H -1.1834 2.2972 0.4770 0.000
C -4.7621 1.0645 3.6529 0.000
C -4.0273 1.8533 2.5832 0.000
N -3.7250 1.0408 1.3990 -0.001
C -2.6518 0.2696 1.2510 -0.001
S -1.4828 0.1333 2.5088 -0.005
N -2.5097 -0.4238 0.1182 0.002
C -3.4301 -0.4121 -1.0150 0.000
C -4.6459 -1.3089 -0.8193 0.000
H -4.9862 1.7102 4.5014 0.000
H -4.1512 0.2349 4.0071 0.000
H -5.7047 0.6694 3.2719 0.000
H -3.0855 2.2431 2.9638 0.000
H -4.6237 2.6968 2.2363 0.000
H -4.4672 0.9453 0.7231 0.000
H -1.7510 -1.0850 0.1149 0.002
H -2.8598 -0.7376 -1.8839 0.000
H -3.7181 0.6231 -1.2173 0.000
H -4.3393 -2.3478 -0.7032 0.000
H -5.3027 -1.2416 -1.6858 0.000
H -5.2236 -1.0355 0.0649 0.000
```

E_LUMO (alpha / beta) = -3.6 / -3.5 eV
ΔE to the lowest compared entry with this formula, charge and spin = 0.0 kcal/mol
multiplicity = 2
HOMO-LUMO gap (alpha / beta) = 7.170 / 7.189 eV
total charge = +1
HOMO level (alpha / beta) = -10.736 / -10.726 eV

Record 2
Below is C2H8N2 in the gas phase in a non-equilibrium geometry, with properties calculated with ωB97M-V/def2-TZVPD.

```
12
Properties=species:S:1:pos:R:3:mulliken_charge:R:1
N 1.7581 -0.8881 0.0602 -0.600
C 0.4333 -0.5597 0.6291 -0.328
C -0.6191 0.1181 -0.3996 -0.452
N -1.8219 0.8307 0.1827 -0.657
H 2.3369 -0.1277 -0.3216 0.218
H 1.8127 -1.5605 -0.7613 0.222
H 0.0017 -1.5437 1.0046 0.248
H 0.7499 0.2400 1.2577 0.314
H -1.1062 -0.5611 -1.1325 0.314
H -0.0471 0.8619 -0.9999 0.251
H -1.2668 1.5017 0.7487 0.220
H -2.2315 1.6885 -0.2681 0.251
```

E_LUMO = 1.2 eV
ΔE to the lowest compared entry with this formula, charge and spin = 33.6 kcal/mol
multiplicity = 1
HOMO-LUMO gap = 10.459 eV
structure (SMILES) = NCCN
HOMO level = -9.308 eV

Record 3
Below is C20H23N7O3S2 in the gas phase in a non-equilibrium geometry, with properties calculated with ωB97M-V/def2-TZVPD.

```
55
Properties=species:S:1:pos:R:3:mulliken_charge:R:1
C 0.5086 1.4198 -3.5781 -1.174
O 0.8925 0.5922 -2.5042 -0.104
C 1.7017 -0.4739 -2.7550 0.935
C 2.3156 -0.7551 -3.9672 -0.724
C 3.1718 -1.8374 -4.0853 -1.026
C 3.4526 -2.6659 -3.0083 0.716
C 4.3795 -3.8339 -3.1397 -1.513
C 2.8284 -2.3988 -1.7969 -0.533
C 1.9558 -1.3321 -1.6746 0.011
N 1.3307 -1.1002 -0.4425 1.063
N 1.9730 -1.1458 0.7283 -0.482
N 1.1291 -0.8978 1.6398 -0.793
N -0.0756 -0.6789 1.1452 0.365
C 0.0315 -0.8056 -0.1587 -0.028
S -1.2199 -0.6518 -1.3461 -0.115
C -2.5194 -1.7109 -0.6040 -1.189
C -2.5568 -1.7058 0.9181 1.016
O -2.2200 -2.7150 1.5088 -0.678
N -3.0167 -0.6071 1.5396 0.154
C -3.4900 0.6160 0.9347 -1.223
C -2.6165 1.8085 1.3330 0.308
C -2.5529 1.9022 2.8573 0.058
C -1.7742 3.0589 3.4437 -0.222
O -2.2976 3.8602 4.1860 -0.664
N -0.4052 3.1437 3.2843 -0.046
C 0.4911 2.6557 2.3695 0.282
N 0.2890 2.4303 1.1207 -0.267
C 1.4203 2.0422 0.4842 -0.832
C 2.5312 1.9699 1.2558 -0.146
S 2.1630 2.4015 2.8813 -0.232
C -2.0182 0.5783 3.4175 -0.127
C -2.9488 -0.5513 2.9859 -1.262
H -0.1775 2.1484 -3.1503 0.306
H -0.0068 0.8474 -4.3535 0.413
H 1.3713 1.9373 -4.0085 0.354
H 2.1390 -0.1269 -4.8252 0.435
H 3.6363 -2.0307 -5.0408 0.363
H 4.9949 -3.7430 -4.0306 0.380
H 5.0258 -3.9096 -2.2683 0.364
H 3.8073 -4.7587 -3.2121 0.298
H 3.0112 -3.0183 -0.9322 0.537
H -2.3060 -2.7341 -0.9175 0.471
H -3.4574 -1.3866 -1.0518 0.456
H -4.5188 0.7847 1.2824 0.287
H -3.5053 0.5315 -0.1501 0.607
H -1.6158 1.6786 0.9267 -0.269
H -3.0445 2.7209 0.9149 0.470
H -3.5742 2.0494 3.2337 0.493
H -0.0002 3.7924 3.9526 0.300
H 1.3651 1.8311 -0.5681 0.474
H 3.5253 1.6864 0.9789 0.455
H -1.0228 0.3761 3.0225 0.001
H -1.9706 0.6146 4.5066 0.417
H -3.9573 -0.3893 3.3844 0.364
H -2.5726 -1.5139 3.3334 0.496
```

E_LUMO = 0.3 eV
ΔE to the lowest compared entry with this formula, charge and spin = 5.8 kcal/mol
multiplicity = 1
HOMO-LUMO gap = 8.844 eV
structure (SMILES) = COc1ccc(C)cc1-n1nnnc1SCC(=O)N1CCC(C(=O)Nc2nccs2)CC1
HOMO level = -8.558 eV

Record 4
Below is 7 unconnected molecules or ions with the total composition C47H91BrN5O13 in a non-equilibrium geometry, with properties calculated with ωB97M-V/def2-TZVPD.

```
157
Properties=species:S:1:pos:R:3:mulliken_charge:R:1
C 2.8158 0.4546 4.1393 -1.063
C 1.9018 -0.7859 4.3395 -0.714
C 0.4067 -0.4553 4.2030 -0.942
C -0.0036 0.0787 2.8118 1.027
C 0.3850 -0.8973 1.6953 -0.806
C -0.4231 -0.8382 0.3771 -1.080
N -1.8783 -0.3854 0.3852 1.036
C -2.8986 -1.3268 0.2270 0.249
N -3.0008 -2.4200 0.9452 0.622
C -3.9883 -3.5132 0.6975 -1.385
C -5.2821 -3.4167 1.5068 -0.451
N -6.1772 -4.5638 1.3958 0.191
C -5.6005 -5.8576 1.8080 -0.355
C -5.0729 -6.7490 0.6827 -1.126
C -6.8853 -4.6131 0.1650 0.559
C -8.2723 -5.1830 0.2475 -1.311
O -6.4063 -4.2089 -0.8749 -0.507
C -2.0513 -2.6653 2.0639 -1.328
O -2.6828 -3.4192 3.0438 0.521
C -3.1677 -2.6467 4.1204 -1.087
O -3.9886 -3.5204 4.8174 -0.363
C -4.5450 -2.9629 5.9993 -0.365
C -5.9834 -3.3914 6.1394 -0.761
O -6.7867 -2.9587 5.0514 -0.469
N -3.7543 -0.9700 -0.7942 0.266
O -5.0944 -1.3668 -0.6738 -0.340
C -3.6203 0.4895 -0.8791 -0.658
C -2.1120 0.5704 -0.7556 -1.418
Br -1.3988 -0.1894 -2.4559 0.073
N -1.5415 1.8656 -0.5484 1.003
C -2.2697 2.6694 0.4372 0.740
C -1.7145 2.6857 1.8228 -1.061
O -3.2440 3.2992 0.1310 -0.477
C -1.3140 2.6356 -1.8033 0.561
C 0.1228 2.8747 -2.1154 -1.056
O -2.2347 3.0463 -2.4426 -0.526
H 2.2740 1.3905 4.0254 0.326
H 3.4733 0.5707 5.0006 0.511
H 3.4737 0.2807 3.2888 0.072
H 2.0755 -1.1951 5.3359 0.572
H 2.2019 -1.5689 3.6466 0.269
H 0.1671 0.2955 4.9557 0.504
H -0.1684 -1.3712 4.3794 -0.262
H 0.5301 1.0154 2.6572 0.220
H -1.0743 0.2796 2.8074 -0.185
H 0.4215 -1.9142 2.0811 0.388
H 1.4066 -0.6766 1.3819 0.384
H 0.0833 -0.1354 -0.2766 0.884
H -0.3571 -1.8038 -0.1254 0.225
H -3.4561 -4.4253 0.9634 0.414
H -4.1759 -3.5557 -0.3710 0.828
H -5.8605 -2.5380 1.2288 0.079
H -5.0571 -3.3092 2.5671 0.180
H -4.7834 -5.6237 2.4920 -0.019
H -6.3316 -6.4122 2.3974 0.538
H -4.3014 -7.4093 1.0751 0.283
H -4.6509 -6.1788 -0.1428 0.284
H -5.8577 -7.3812 0.2673 0.373
H -8.3910 -5.9565 -0.5073 0.340
H -8.4558 -5.6066 1.2325 0.328
H -8.9871 -4.3782 0.0900 0.367
H -1.1815 -3.2122 1.7102 0.368
H -1.7771 -1.6828 2.4437 -0.383
H -3.7710 -1.8057 3.7382 0.347
H -2.3392 -2.2922 4.7469 0.842
H -4.5014 -1.8669 5.9964 0.389
H -3.9637 -3.2944 6.8656 0.308
H -6.3586 -2.9584 7.0743 0.400
H -6.0802 -4.4705 6.2311 0.324
H -6.8629 -2.0013 5.1032 0.305
H -5.4469 -0.9519 0.1298 0.375
H -4.0962 0.9514 -0.0123 0.500
H -3.9945 0.8844 -1.8169 0.399
H -1.9066 3.6782 2.2276 0.612
H -2.2976 1.9840 2.4215 0.148
H -0.6618 2.4391 1.8572 -0.004
H 0.4149 3.8272 -1.6691 0.358
H 0.7462 2.0753 -1.7323 0.079
H 0.2163 2.9736 -3.1949 0.452
C 4.8755 2.4846 1.6411 -0.636
C 5.5700 3.5472 0.8049 -0.579
C 5.3056 3.0586 -0.6070 -0.247
O 4.0433 2.3821 -0.5646 -0.281
C 3.6551 2.1822 0.7958 0.452
H 4.6231 2.8196 2.6455 0.373
H 5.5040 1.5938 1.7206 0.406
H 5.0945 4.5130 0.9734 -0.003
H 6.6319 3.6496 1.0203 0.495
H 6.0709 2.3479 -0.9366 0.310
H 5.2496 3.8676 -1.3363 0.052
H 2.8292 2.8677 1.0294 -0.085
H 3.2977 1.1554 0.9171 -0.254
C 4.7043 0.8077 -4.4976 -0.623
C 4.9359 1.7664 -5.6660 -0.239
C 3.5153 2.1122 -6.0736 -0.506
O 2.7274 2.0564 -4.8718 -0.352
C 3.4881 1.4374 -3.8305 0.117
H 5.5543 0.7261 -3.8218 0.377
H 4.4644 -0.1932 -4.8656 0.296
H 5.4505 2.6615 -5.3217 -0.036
H 5.5128 1.3326 -6.4814 0.434
H 3.1174 1.3852 -6.7897 0.311
H 3.4327 3.1091 -6.5087 0.251
H 3.7845 2.2038 -3.1094 -0.081
H 2.8593 0.7084 -3.3156 0.186
C -0.3162 -0.1338 -7.3397 -0.647
C -1.5167 -1.0344 -7.0660 -0.563
C -0.9364 -2.0217 -6.0650 -0.324
O 0.0576 -1.3043 -5.3214 -0.430
C 0.3337 -0.0581 -5.9618 0.467
H -0.5826 0.8460 -7.7318 0.395
H 0.3592 -0.6146 -8.0510 0.322
H -2.3229 -0.4576 -6.6071 0.186
H -1.9116 -1.5216 -7.9555 0.386
H -0.4555 -2.8648 -6.5712 0.294
H -1.6818 -2.4151 -5.3721 0.231
H -0.1022 0.7541 -5.3629 -0.008
H 1.4147 0.0863 -6.0017 -0.375
C -0.0487 -7.6610 1.1657 -0.708
C -1.1297 -7.4352 2.2232 -0.044
C -0.7384 -6.0724 2.7714 0.152
O -0.1373 -5.3529 1.6840 -0.332
C 0.1313 -6.2568 0.6020 -0.449
H -0.3262 -8.3841 0.4013 0.376
H 0.8739 -8.0016 1.6387 0.284
H -2.1111 -7.3868 1.7473 -0.273
H -1.1638 -8.2030 2.9934 0.457
H -0.0060 -6.1699 3.5794 0.314
H -1.5846 -5.4967 3.1413 -0.256
H -0.5821 -6.0617 -0.2065 0.251
H 1.1372 -6.0703 0.2270 0.300
C 3.9414 7.0594 4.9103 -0.583
C 2.6149 6.6561 4.2683 -0.592
C 3.0814 6.0832 2.9361 -0.246
O 4.3717 5.5167 3.1727 -0.289
C 4.8590 5.9338 4.4523 -0.506
H 3.8957 7.1488 5.9939 0.341
H 4.2803 8.0137 4.5033 0.268
H 2.1294 5.8810 4.8659 0.266
H 1.9155 7.4815 4.1488 0.362
H 3.1740 6.8674 2.1774 0.294
H 2.4189 5.3061 2.5488 0.092
H 4.8165 5.0821 5.1401 0.274
H 5.8989 6.2433 4.3508 0.303
C 4.8410 6.8331 -4.6472 -0.544
C 5.0308 7.1126 -6.1371 -0.585
C 5.9385 5.9622 -6.5523 -0.493
O 5.6024 4.8604 -5.7028 -0.445
C 4.7749 5.3118 -4.6267 0.109
H 3.9523 7.2968 -4.2224 0.355
H 5.7103 7.1829 -4.0864 0.288
H 4.0725 7.0460 -6.6564 0.255
H 5.4655 8.0875 -6.3496 0.375
H 6.9934 6.2130 -6.4021 0.270
H 5.7998 5.6622 -7.5911 0.301
H 3.7524 4.9535 -4.7933 0.166
H 5.1417 4.8803 -3.6934 -0.095
```

E_LUMO = -2.5 eV
multiplicity = 1
HOMO-LUMO gap = 8.168 eV
total charge = +1
HOMO level = -10.641 eV

- multiplicity of number 2 (C2H8N2)?
  1